A cluster of 2 separate species, C4H12 in total. Source: OMol25; level of theory: ωB97M-V with the def2-TZVPD basis set.

```
16
Properties=species:S:1:pos:R:3:forces:R:3
C 0.947719 1.807547 0.485958 1.042 -0.264 -0.083
C 0.128028 1.458073 1.730318 -0.788 -0.193 -0.775
H 1.962240 1.408548 0.619359 0.178 0.634 0.083
H 0.720377 1.392184 -0.503582 -0.845 -0.334 0.434
H 0.943516 2.883545 0.316118 0.328 0.092 0.116
H -0.896962 1.229272 1.416035 -0.062 0.085 0.338
H 0.098959 2.298010 2.415998 -0.018 0.179 0.114
H 0.490821 0.603025 2.298545 0.176 -0.146 -0.212
C -0.345880 -1.593296 -0.348034 -0.706 1.068 -1.186
C -0.700699 -1.725062 -1.859292 -0.078 -0.188 1.410
H -0.852229 -0.678150 -0.022139 0.159 -0.089 0.314
H -0.788310 -2.425068 0.196545 0.427 -0.152 0.214
H 0.720794 -1.410503 -0.222198 0.034 -0.417 0.353
H -1.789636 -1.651660 -1.920492 -0.001 -0.278 -0.346
H -0.342317 -2.705522 -2.174153 -0.086 0.126 -0.624
H -0.296417 -0.890936 -2.428985 0.240 -0.125 -0.151
```
Positions in Å, forces in eV/Å.

Summary:
Strongest force on any atom   1.75 eV/Å
<S²>   0.750
HOMO energy (spin up / spin down)   1.55 / -7.56 eV
Energy above the lowest of the compared OMol25 structures with the same formula, charge and spin   38.3 kJ/mol
Spin multiplicity   2
Molecular weight   60.14 Da
DFT total energy   -159.51556 hartree
Charge   -1